No. 1
{
  "formula": "C6H6N4Se3TeW",
  "method": "ωB97M-V with the def2-TZVPD basis set",
  "gap_ha": [0.249, 0.249],
  "charge": 2,
  "homo_ev": [-15.7, -15.7],
  "spin_multiplicity": 1,
  "elements": ["W", "Te", "Se", "Se", "Se", "N", "N", "N", "N", "C", "C", "C", "C", "C", "C", "H", "H", "H", "H", "H", "H"],
  "positions_angstrom": [[-1.496, 0.262, -1.343], [-2.268, 3.053, -1.113], [-2.083, -1.657, -2.382], [-3.751, 1.102, -0.648], [-1.169, 1.972, -3.105], [0.304, -0.445, 2.397], [0.616, 0.012, -1.187], [2.456, -0.435, -0.127], [-1.054, -0.031, 0.751], [-1.806, -0.163, 1.900], [1.156, -0.200, -0.002], [1.622, -0.104, -2.122], [2.776, -0.385, -1.469], [0.210, -0.218, 1.095], [-0.967, -0.413, 2.934], [3.115, -0.603, 0.620], [3.777, -0.539, -1.834], [-1.161, -0.563, 3.983], [-2.875, -0.055, 1.906], [1.450, 0.023, -3.176], [1.150, -0.612, 2.922]],
  "forces_ev_per_angstrom": [[-1.5, -0.9, -1.6], [0.1, 0.2, 0.0], [0.5, 1.6, 0.8], [0.6, -0.1, -0.2], [-0.3, -0.6, 0.5], [0.2, -0.1, 0.5], [0.1, 0.0, -0.2], [0.4, -0.1, 0.1], [-0.4, -0.1, -0.2], [-0.1, 0.1, 0.1], [-0.2, -0.1, 0.5], [0.0, 0.1, -0.1], [0.0, 0.1, 0.0], [0.4, 0.0, -0.2], [0.0, 0.0, 0.0], [0.0, 0.0, 0.0], [0.0, 0.0, 0.1], [0.1, 0.0, 0.0], [0.0, 0.0, 0.0], [0.0, 0.0, 0.0], [0.0, 0.0, 0.0]],
  "lowdin_charge": [0.335, 0.586, 0.411, 0.134, 0.142, 0.173, -0.130, 0.174, -0.107, -0.084, -0.237, -0.075, 0.010, -0.237, 0.009, 0.191, 0.147, 0.147, 0.095, 0.122, 0.192]
}

No. 2
{
  "formula": "C6H92Fe2O49",
  "method": "ωB97M-V with the def2-TZVPD basis set",
  "gap_ha": [0.267, 0.263],
  "charge": 2,
  "homo_ev": [-12.3, -12.2],
  "spin_multiplicity": 9,
  "elements": ["Fe", "Fe", "O", "O", "O", "O", "O", "O", "O", "O", "O", "O", "O", "O", "O", "O", "O", "O", "O", "O", "O", "O", "O", "O", "O", "O", "O", "O", "O", "O", "O", "O", "O", "O", "O", "O", "O", "O", "O", "O", "O", "O", "O", "O", "O", "O", "O", "O", "O", "O", "O", "C", "C", "C", "C", "C", "C", "H", "H", "H", "H", "H", "H", "H", "H", "H", "H", "H", "H", "H", "H", "H", "H", "H", "H", "H", "H", "H", "H", "H", "H", "H", "H", "H", "H", "H", "H", "H", "H", "H", "H", "H", "H", "H", "H", "H", "H", "H", "H", "H", "H", "H", "H", "H", "H", "H", "H", "H", "H", "H", "H", "H", "H", "H", "H", "H", "H", "H", "H", "H", "H", "H", "H", "H", "H", "H", "H", "H", "H", "H", "H", "H", "H", "H", "H", "H", "H", "H", "H", "H", "H", "H", "H", "H", "H", "H", "H", "H", "H"],
  "positions_angstrom": [[-0.833, 2.708, -3.645], [2.870, -2.701, 2.604], [-0.790, 3.154, 4.794], [-1.903, 3.945, -2.449], [2.139, -3.312, -2.754], [-3.032, -0.751, -4.633], [2.916, 0.038, -2.847], [2.456, -4.113, 1.053], [0.984, 3.256, -2.555], [2.644, 2.524, 6.379], [0.817, -2.882, -0.536], [-3.796, 1.640, 1.501], [1.854, 2.742, 3.357], [-5.016, 1.562, -3.689], [2.846, 2.061, -0.930], [2.304, 5.210, 1.929], [3.917, -6.062, -0.062], [-2.929, -3.269, 3.686], [-3.616, -1.190, 1.882], [-1.127, -4.650, -0.480], [-3.342, 1.974, 4.126], [0.445, 1.802, -5.000], [-3.269, -1.953, -0.955], [-1.044, -1.794, -6.107], [4.446, -1.947, 1.485], [-2.371, 2.168, -4.817], [-0.379, 4.457, -4.872], [3.448, -1.446, 4.091], [-0.371, 4.670, 1.606], [-1.617, 6.487, -2.407], [0.114, -7.008, -0.892], [0.082, 7.033, 2.939], [1.395, -1.478, -4.654], [-3.009, 4.444, 2.493], [1.072, 5.145, 4.688], [-1.721, -0.016, 3.238], [4.330, -2.575, -1.041], [-2.017, -4.318, -5.260], [-0.552, 2.333, 0.084], [4.131, 1.255, 3.952], [4.210, -4.119, 3.236], [-3.904, -5.044, 0.356], [-2.933, -4.297, -2.598], [-4.841, 0.307, -0.978], [1.467, -3.501, 3.809], [-1.024, 0.925, -2.493], [1.343, -1.541, 1.811], [4.611, 2.191, 1.359], [-4.058, 3.567, -0.694], [-0.147, -1.732, 5.105], [2.627, -6.025, -2.404], [0.712, -0.938, 0.937], [0.427, -1.762, -0.416], [-0.251, -0.975, -1.537], [0.264, 0.478, 1.017], [-0.249, 1.089, -0.140], [-0.474, 0.354, -1.454], [4.470, 1.418, 3.071], [0.756, -2.935, 4.110], [3.886, -2.323, -1.850], [-1.034, -1.522, -7.025], [-3.147, 1.682, -4.537], [-0.416, -1.581, -2.416], [-0.420, -4.010, -0.394], [1.467, 4.793, 1.724], [-1.109, 2.465, 5.377], [2.043, -1.168, -4.022], [-1.123, 4.942, -5.231], [3.653, -1.585, 5.016], [3.632, 0.336, -3.408], [-2.417, 2.163, -5.773], [1.793, -3.064, -1.896], [2.915, 0.652, -2.112], [-3.061, -4.871, -0.062], [-3.482, -2.071, 2.230], [-0.159, -1.612, -5.793], [-1.193, 4.616, 2.095], [3.776, 2.272, -0.852], [-1.230, -4.836, -5.089], [1.751, -3.924, 0.434], [3.184, 1.365, 3.868], [1.536, 4.026, -2.691], [3.084, -6.113, -1.568], [3.995, -4.970, 3.618], [-3.441, -1.273, 0.945], [-4.981, 1.138, -2.832], [-3.526, 2.608, 3.433], [2.136, 5.702, 2.733], [1.036, 2.102, -5.691], [-2.534, 3.689, -1.776], [5.126, -4.199, 2.972], [5.348, -1.640, 1.569], [1.159, -4.389, 3.989], [-2.809, 1.302, 3.701], [-0.452, 4.001, 0.926], [-1.459, 7.214, -3.008], [-3.728, 5.069, 2.587], [3.093, 3.369, 6.419], [-5.802, 1.203, -4.102], [0.001, 6.558, 2.112], [3.024, -4.728, 0.589], [-2.229, -0.666, 2.752], [0.393, 5.653, 4.244], [0.756, 0.924, -4.782], [0.621, 4.358, 4.995], [3.749, -0.555, 3.910], [4.311, -2.041, 0.542], [-5.624, 0.142, -0.453], [-1.406, 3.153, 4.061], [-2.125, -4.416, -2.099], [0.903, -6.902, -1.422], [-3.190, -4.190, 3.700], [2.596, 1.750, -0.060], [-1.689, -3.497, -5.627], [-0.781, -1.839, 5.813], [-2.399, -1.595, -1.132], [-2.359, -1.132, -5.198], [1.450, 2.739, -1.899], [-4.489, -0.564, -1.165], [3.941, -6.828, 0.512], [-3.291, 3.857, 1.792], [1.586, -2.845, -3.380], [0.360, 5.060, -4.949], [-4.837, 3.040, -0.518], [2.055, 2.601, 5.629], [-3.255, -2.824, -1.351], [2.589, -5.081, -2.559], [-1.016, 0.232, 2.640], [-3.830, 0.684, 1.470], [4.795, -6.019, -0.442], [5.403, 1.701, 1.138], [-3.396, 1.893, 0.668], [1.633, -1.044, -5.474], [-0.419, -7.637, -1.377], [-0.680, -5.493, -0.553], [0.385, 1.085, 1.902], [5.045, -3.145, -1.326], [4.872, 3.110, 1.297], [-0.494, 7.790, 2.838], [2.341, 2.641, 2.539], [-0.381, -0.899, 4.696], [-1.884, 4.902, -2.407], [1.526, 3.641, 3.331], [-2.571, -0.534, -3.823], [-2.639, -4.111, -3.490], [-1.534, 6.874, -1.535], [-4.382, 4.466, -0.746], [-3.683, -5.255, 1.263], [-2.328, -3.179, 4.426]],
  "forces_ev_per_angstrom": [[0.2, -0.1, 1.7], [-0.9, 0.0, -0.5], [0.7, 0.1, 0.2], [0.0, -0.6, -0.2], [1.0, 0.1, -0.5], [-0.7, 0.4, 0.2], [0.1, -0.8, -0.8], [0.2, 0.0, 0.7], [-0.3, 0.3, -0.7], [0.0, -0.4, 0.3], [0.9, -2.4, 0.1], [0.0, 0.8, -0.3], [-0.1, -1.3, -0.2], [0.4, 0.5, -0.4], [-0.1, -0.3, -0.6], [1.0, -0.2, -0.7], [0.4, 0.1, 0.4], [0.0, 0.0, -0.2], [-0.1, 0.4, -0.1], [-0.8, 0.5, 0.2], [-0.1, 0.5, 1.0], [0.5, -0.5, -0.7], [-0.2, 0.9, 0.6], [0.2, 0.0, -0.5], [0.7, 0.6, 0.4], [0.1, 0.4, -0.8], [-0.1, 0.1, -0.3], [0.0, -0.6, 0.3], [0.5, 0.5, -0.3], [0.1, 0.4, 0.0], [-0.1, -0.1, 0.4], [-0.1, 0.3, 0.2], [-0.6, 0.2, -0.7], [0.2, 0.1, 0.1], [0.9, 0.0, -0.1], [1.1, 0.2, 1.2], [0.3, 0.0, 0.2], [-0.2, -0.2, 0.3], [0.2, -2.6, -2.6], [0.5, -1.4, 0.3], [0.7, -0.7, 0.3], [-0.5, 0.0, 0.1], [-0.4, 0.3, 0.6], [-0.2, 0.9, -0.2], [0.0, -1.0, 0.3], [0.9, 0.4, 1.2], [0.3, -0.2, 0.5], [-0.2, -0.3, -0.4], [0.4, 0.3, 0.1], [0.3, -0.6, 0.1], [-0.3, -0.7, -0.2], [-0.9, 2.4, -0.8], [-2.1, 6.4, -0.8], [2.2, -3.5, 2.8], [1.4, -4.5, -1.4], [-0.7, 3.9, 2.5], [-1.7, 1.3, -1.9], [0.0, 0.4, -0.3], [-0.8, 1.1, 0.6], [-0.6, 0.1, -0.5], [-0.3, -0.1, -0.5], [-1.1, -0.6, 0.6], [-0.2, 0.3, -0.3], [-0.1, 0.1, 0.0], [-0.6, 0.1, 0.0], [-0.3, -0.1, 0.1], [0.4, 0.5, 0.8], [-0.5, 0.1, -0.1], [-0.1, -0.2, 0.4], [0.3, 0.1, -0.1], [0.1, 0.0, -0.3], [-0.5, -0.1, 0.5], [-0.3, 0.6, 0.7], [0.5, 0.0, -0.1], [-0.2, -0.6, 0.4], [0.1, -0.2, 0.5], [-0.6, 0.1, 0.4], [0.3, 0.3, 0.2], [0.2, -0.3, 0.0], [-0.7, 0.7, -0.2], [-0.6, 0.7, 0.3], [0.0, 0.3, 0.0], [0.1, -0.2, 0.1], [-0.3, -0.2, 0.3], [-0.1, -0.5, -0.8], [0.0, -0.4, 0.8], [-0.2, 0.0, 0.0], [0.0, 0.2, 0.5], [0.0, 0.5, -0.2], [-0.6, -0.9, 0.5], [0.4, 0.2, -0.1], [0.2, 0.1, 0.4], [0.1, -0.4, -0.1], [0.2, -0.5, -0.3], [0.0, -0.7, -0.4], [-0.1, 0.2, -0.3], [-0.1, 0.3, 0.2], [0.1, 0.2, 0.0], [-0.1, -0.1, -0.2], [0.0, -0.5, -0.4], [0.7, -0.5, 0.0], [-0.8, -0.3, -0.5], [-0.3, 0.5, -0.1], [-0.1, -0.6, 0.5], [-0.6, -0.3, 0.3], [0.4, 1.5, -0.1], [-0.2, -0.3, -1.3], [-0.3, 0.0, 0.2], [-0.5, -0.1, 0.0], [0.5, -0.3, 0.5], [0.6, 0.3, -0.5], [-0.2, -0.2, 0.0], [-0.2, -0.1, 0.6], [0.1, 0.4, -0.3], [-0.1, 0.0, 0.3], [0.4, 0.2, -0.2], [0.2, -0.2, -0.2], [0.2, -0.3, 0.6], [0.5, -0.9, -0.2], [-0.2, -0.4, 0.2], [-0.2, -0.5, -0.4], [-0.2, -0.3, -0.4], [0.4, 0.1, 0.1], [-0.2, -0.5, 0.0], [-0.1, 0.1, -0.3], [-0.3, -1.0, -0.6], [-0.3, 0.6, -0.4], [0.1, 0.2, -0.2], [-0.2, -0.4, 0.4], [0.4, 0.0, -0.2], [0.4, -0.2, -0.1], [0.2, -0.1, -0.4], [0.5, -0.1, -0.4], [-0.3, -0.2, -0.1], [0.3, -1.0, -0.2], [0.3, 0.0, 0.1], [0.2, -0.2, -0.1], [0.0, 0.6, 0.3], [-0.1, 0.3, 0.2], [0.2, 0.3, -0.2], [-0.4, 0.5, -0.5], [0.4, 0.8, -0.4], [-0.1, 0.7, 0.4], [0.1, 0.1, 0.4], [-0.1, 0.0, -0.8], [0.1, 0.1, 0.4], [-0.2, 0.3, 0.0], [0.0, -0.1, 0.1], [0.2, 0.2, 0.1]],
  "lowdin_charge": [0.782, 0.757, -0.032, -0.050, -0.034, -0.040, -0.030, -0.045, -0.034, -0.045, -0.014, -0.036, -0.051, -0.038, -0.025, -0.061, -0.012, -0.016, -0.033, -0.040, -0.066, -0.026, -0.027, -0.018, -0.041, -0.037, -0.014, -0.024, -0.055, -0.005, -0.025, -0.034, -0.041, -0.016, -0.057, -0.038, -0.016, -0.028, -0.031, -0.032, -0.020, -0.041, -0.041, -0.035, -0.035, -0.094, -0.029, -0.017, -0.019, -0.025, -0.047, -0.229, -0.225, 0.023, 0.001, -0.298, -0.312, -0.003, 0.022, 0.034, 0.090, 0.033, 0.118, -0.001, -0.027, 0.057, 0.004, 0.091, 0.109, 0.065, 0.097, -0.002, 0.000, -0.030, 0.026, 0.019, 0.011, 0.063, 0.053, 0.028, 0.011, 0.082, -0.032, 0.097, 0.020, -0.004, -0.017, 0.017, 0.096, 0.035, 0.092, 0.092, 0.099, -0.034, 0.011, 0.076, 0.079, 0.043, 0.058, 0.006, 0.011, 0.001, 0.000, 0.051, -0.010, 0.025, 0.001, 0.069, 0.013, -0.010, 0.017, 0.053, 0.052, -0.006, 0.066, 0.017, -0.028, 0.014, 0.006, 0.098, 0.020, 0.018, 0.090, 0.060, -0.015, 0.018, -0.015, 0.005, 0.004, 0.091, 0.068, 0.008, 0.063, 0.072, 0.001, 0.105, 0.077, 0.083, 0.058, 0.018, 0.031, -0.004, -0.005, 0.006, -0.005, 0.078, 0.070, 0.018, 0.031]
}

No. 3
{
  "formula": "H24O12",
  "method": "ωB97M-V with the def2-TZVPD basis set",
  "gap_ha": 0.327,
  "smiles": "O.O.O.O.O.O.O.O.O.O.O.O",
  "e_above_lowest_kcal_mol": 123.0,
  "charge": 0,
  "homo_ev": -9.5,
  "spin_multiplicity": 1,
  "elements": ["O", "O", "O", "O", "O", "O", "O", "O", "O", "O", "O", "O", "H", "H", "H", "H", "H", "H", "H", "H", "H", "H", "H", "H", "H", "H", "H", "H", "H", "H", "H", "H", "H", "H", "H", "H"],
  "positions_angstrom": [[0.077, 3.985, 2.845], [-4.868, -2.118, 1.050], [0.845, -3.152, 3.156], [3.869, -0.758, -2.975], [4.244, -0.301, -0.375], [-0.213, 3.302, -1.670], [-4.080, 0.305, -0.755], [-0.584, 1.386, 0.074], [3.093, -2.236, -0.070], [-0.534, -0.417, 1.085], [1.393, 0.922, 2.046], [-3.508, -1.230, -2.654], [0.488, 1.214, 1.893], [1.857, 1.160, 1.235], [2.957, -0.806, -2.670], [-1.151, 2.110, -0.215], [0.340, -0.635, 0.741], [-3.248, 0.786, -0.684], [4.438, 0.308, 0.346], [-5.385, -1.862, 0.277], [1.050, -3.996, 2.737], [-2.877, -0.573, -2.340], [0.075, 1.312, -0.625], [0.855, 4.428, 2.486], [4.298, -1.512, -2.555], [-0.346, 2.901, -2.536], [3.998, -2.441, -0.331], [-0.452, 4.227, -1.801], [3.876, 0.262, -1.065], [-4.253, -2.778, 0.712], [-4.506, 0.685, -1.531], [-3.677, -1.782, -1.883], [0.002, -3.308, 3.596], [0.391, 3.100, 3.062], [-1.079, -0.320, 0.297], [2.617, -2.168, -0.905]],
  "forces_ev_per_angstrom": [[0.1, 0.1, -0.1], [0.0, -0.2, -0.2], [-0.1, -0.3, 0.0], [-0.3, 0.0, -0.3], [0.8, 2.0, 0.1], [-0.1, 0.3, -0.5], [0.0, 0.7, 0.5], [-0.8, 2.8, -1.7], [-1.0, -1.9, -0.1], [-0.5, -3.8, 1.0], [0.8, 0.6, 0.4], [0.4, -0.6, -0.8], [-0.2, -0.3, -0.3], [0.0, 0.1, 0.2], [0.0, -0.1, -0.2], [0.5, 0.5, -0.2], [0.0, -0.3, 0.5], [-0.1, 0.1, 0.3], [0.1, -0.1, 0.1], [0.0, 0.2, 0.1], [0.1, 0.1, 0.0], [-0.2, -0.3, 0.0], [-0.1, 0.4, 0.0], [-0.1, -0.1, 0.1], [0.1, 0.2, 0.0], [0.0, 0.1, -0.1], [-0.1, 0.2, 0.2], [0.1, 0.0, 0.1], [0.4, 0.0, -0.1], [0.0, 0.0, 0.2], [-0.1, -0.1, 0.0], [0.0, 0.3, 0.0], [0.1, 0.1, -0.1], [0.1, 0.0, 0.0], [0.1, -0.3, 0.6], [0.0, -0.2, 0.2]],
  "lowdin_charge": [-0.060, -0.058, -0.060, -0.049, -0.080, -0.045, -0.057, -0.096, -0.073, -0.101, -0.059, -0.070, 0.005, 0.026, 0.032, 0.051, 0.034, 0.026, 0.058, 0.023, 0.028, 0.016, 0.057, 0.033, 0.040, 0.055, 0.034, 0.061, 0.028, 0.030, 0.055, 0.027, 0.032, 0.015, 0.025, 0.018]
}

No. 4
{
  "formula": "C6H11N",
  "method": "ωB97M-V with the def2-TZVPD basis set",
  "gap_ha": 0.356,
  "smiles": "[H]/N=C(/C)C(=C)CC",
  "e_above_lowest_kcal_mol": 56.7,
  "charge": 0,
  "homo_ev": -8.7,
  "spin_multiplicity": 1,
  "elements": ["N", "C", "C", "C", "C", "C", "C", "H", "H", "H", "H", "H", "H", "H", "H", "H", "H", "H"],
  "positions_angstrom": [[-1.226, 0.480, -1.801], [1.661, 1.171, -0.684], [-0.103, -1.898, 0.861], [-0.729, 0.605, -0.648], [0.705, 0.275, -0.324], [-1.543, 1.228, 0.443], [0.988, -0.900, 0.554], [-1.729, 0.516, 1.248], [-0.555, 0.152, -2.498], [1.412, 2.110, -1.152], [2.708, 0.956, -0.535], [-2.496, 1.565, 0.044], [1.395, -1.168, -0.595], [-0.792, -2.028, 0.028], [-0.681, -1.575, 1.727], [1.663, -0.674, 1.378], [-0.996, 2.066, 0.879], [0.318, -2.882, 1.075]],
  "forces_ev_per_angstrom": [[-0.4, 0.1, -0.6], [-0.9, -1.0, 0.1], [-0.1, 0.1, 0.2], [0.8, 0.3, -0.1], [-0.7, 3.4, 1.0], [-0.1, -0.2, 0.3], [0.5, -0.8, -4.1], [0.0, 0.0, 0.1], [0.1, -0.2, 0.3], [-0.1, -0.1, -0.3], [0.2, 0.0, 0.3], [0.0, 0.0, 0.0], [0.7, -1.5, 3.3], [0.0, 0.1, -0.1], [-0.1, -0.1, 0.1], [0.3, -0.3, -0.6], [0.0, 0.0, 0.0], [0.0, 0.1, 0.1]],
  "lowdin_charge": [0.152, 0.039, -0.116, -0.437, -0.357, -0.031, -0.190, 0.071, 0.060, 0.061, 0.059, 0.079, 0.190, 0.078, 0.066, 0.118, 0.087, 0.072]
}